{
  "formula": "C22H41Ba3NO12",
  "method": "the ωB97M-V functional and the def2-TZVPD basis",
  "charge": 3,
  "e_homo_ev": [-12.58, -14.35],
  "e_tot_ev": -51592.86550,
  "s2": 0.75,
  "fmax_ha_per_bohr": 0.0725,
  "multiplicity": 2,
  "lumo_energy_ev": [-8.640, -8.741],
  "symbols": ["Ba", "Ba", "Ba", "O", "O", "O", "O", "O", "O", "O", "O", "O", "O", "O", "O", "N", "C", "C", "C", "C", "C", "C", "C", "C", "C", "C", "C", "C", "C", "C", "C", "C", "C", "C", "C", "C", "C", "C", "H", "H", "H", "H", "H", "H", "H", "H", "H", "H", "H", "H", "H", "H", "H", "H", "H", "H", "H", "H", "H", "H", "H", "H", "H", "H", "H", "H", "H", "H", "H", "H", "H", "H", "H", "H", "H", "H", "H", "H", "H"],
  "xyz": [[-1.464752, 2.387144, -2.836685], [3.515406, 3.976861, -1.505095], [-0.524914, 5.341493, 0.862274], [4.800119, -2.378794, 0.097453], [1.509668, -5.021757, 0.895919], [-4.317434, 1.800358, -3.761179], [-2.885594, 0.237304, -2.003100], [1.605031, 2.199577, -2.878487], [-0.022349, 3.999949, 3.511818], [-2.510938, 4.158549, 2.213176], [-0.593236, 2.440597, -0.200594], [1.415121, 3.281835, 0.339041], [-0.100840, -6.399061, 0.412758], [4.928474, -3.825216, -2.561229], [0.379638, 0.400720, -3.286343], [0.310443, -5.341363, 0.871030], [-5.183345, 2.908442, -4.273985], [1.039372, 1.000693, 0.760751], [-0.752759, -4.478383, 1.391244], [-1.214652, 3.337297, 4.017353], [-4.299247, 0.413630, -1.880282], [0.540489, 2.372983, 0.356217], [5.870453, -3.910755, -1.474441], [2.567711, -0.032264, -2.518775], [4.970304, -2.572102, -3.339248], [-3.177994, 2.938617, 1.708408], [-2.257602, -0.513408, -0.990089], [-2.073417, -4.976816, 1.549512], [-2.463054, 4.126490, 3.633088], [-3.097474, -4.112243, 1.985446], [-1.453049, -2.226705, 2.041277], [1.421116, 0.905574, -2.927583], [-0.474064, -3.146587, 1.645478], [4.832154, -1.388739, 1.136805], [6.024680, -2.624478, -0.637745], [1.202234, 3.743484, 4.311157], [-2.727103, -2.730705, 2.288002], [-5.022623, 0.669590, -3.289757], [0.562296, -2.863655, 1.534595], [6.277653, -1.718183, -1.187960], [-4.205277, 2.798933, 2.044985], [-3.179916, 2.876640, 0.620170], [-3.474706, -2.026877, 2.622857], [-3.025663, -1.203287, -0.640450], [-1.483101, -1.204333, -1.323076], [-1.897709, 0.115783, -0.176032], [1.341643, 0.544549, -0.181941], [-6.086260, 0.810170, -3.097343], [-2.445539, 5.115027, 4.092000], [3.359724, 0.555153, -2.054289], [6.889806, -4.009872, -1.847531], [4.271661, -2.598716, -4.175485], [-1.302566, 3.177837, 5.092034], [-2.583630, 2.062792, 1.968727], [1.794303, 1.008241, 1.546959], [-4.114867, -4.467368, 1.913377], [5.448107, -0.581168, 0.741166], [0.249928, 0.443882, 1.265567], [2.256693, -0.858748, -1.879804], [4.784742, -1.653801, -2.782139], [-4.707064, 0.981372, -1.043950], [-1.153695, 2.332892, 3.598352], [5.989092, -2.416180, -3.694022], [-4.792692, -0.535281, -1.670143], [-4.915548, -0.196268, -3.943145], [-3.365298, 3.645373, 4.010673], [5.109629, -1.848453, 2.085367], [5.600413, -4.724157, -0.800978], [3.087033, -0.309975, -3.435991], [0.943074, 3.263064, 5.254618], [-5.567382, 2.656378, -5.262457], [-2.343519, -6.015702, 1.430519], [1.938808, 3.062944, 3.884052], [-1.289984, -1.159562, 2.073173], [-6.067662, 3.073806, -3.658575], [6.900229, -2.775982, -0.006432], [-4.662139, 3.858912, -4.388241], [3.877924, -0.868281, 1.218460], [1.665483, 4.690291, 4.588740]],
  "forces_ev_per_a": [[0.5, -1.2, -0.3], [-1.4, -0.8, -0.2], [0.5, -0.7, 0.5], [-0.2, 0.0, 0.2], [-2.1, 0.3, 0.2], [-0.7, 2.7, -1.2], [-0.2, 1.6, -1.0], [0.1, 0.0, 0.6], [0.5, 0.1, 0.8], [-1.3, -0.6, -1.5], [-0.4, 1.3, 0.4], [-0.2, 1.6, 0.1], [0.4, 0.7, 0.2], [-0.2, 1.5, -0.2], [-2.5, -0.2, -0.4], [1.1, -1.4, -0.5], [-0.1, -1.1, -0.4], [-0.9, 0.2, 1.3], [-1.4, 0.8, 0.7], [0.0, -0.2, 0.0], [-2.4, -2.4, -1.6], [1.2, -1.9, -1.3], [0.0, 2.2, -0.4], [0.2, 1.5, -0.4], [1.0, -1.1, 0.9], [0.7, -0.2, -0.2], [-0.9, -1.4, 1.0], [-0.2, 0.8, 0.6], [0.9, -1.0, 0.4], [2.4, 1.8, -0.3], [-0.6, -1.7, -0.1], [2.3, 0.7, 0.9], [0.7, 0.1, -0.2], [0.3, -0.4, -1.7], [-1.0, -0.1, 0.8], [-0.7, 0.1, 0.7], [-0.8, -1.4, -1.0], [2.0, 0.2, 2.5], [0.1, 0.2, -0.2], [-0.1, 0.0, -0.5], [0.1, 0.5, 0.3], [0.1, 0.8, -0.1], [-0.3, -0.1, 0.0], [0.1, 0.0, 0.6], [0.3, 0.6, -0.6], [0.0, 0.0, 0.0], [0.1, -0.4, 0.3], [0.0, 0.4, 0.0], [0.2, 0.2, -0.5], [0.0, 0.0, 0.6], [0.1, -0.6, -0.4], [0.1, -0.6, 0.2], [0.8, 0.4, 0.3], [0.0, 0.0, 0.4], [0.5, 0.3, -0.6], [-0.1, 0.1, 0.7], [0.9, 0.1, 0.7], [-0.3, -0.3, -0.6], [0.1, -0.1, -0.4], [-0.4, -0.2, 0.6], [0.7, 1.1, -0.1], [-0.6, -0.1, -0.1], [0.1, -0.2, -0.5], [0.6, -0.7, 0.4], [0.3, 0.1, -0.1], [0.1, -0.1, 0.1], [0.3, 0.4, 0.0], [-0.1, 0.0, -0.4], [-0.5, -0.7, -0.1], [-0.3, 0.1, 0.0], [0.2, -0.2, -0.1], [0.4, 0.0, -0.4], [-0.3, 0.2, -0.8], [0.3, 0.0, 0.4], [0.2, -0.2, 0.4], [-0.1, -0.2, 0.6], [0.5, -0.3, 0.3], [-0.6, -0.6, 0.1], [-0.1, 0.0, -0.4]]
}

=====

{
  "formula": "C22H41Br2F4N10O7S",
  "method": "the ωB97M-V functional and the def2-TZVPD basis",
  "charge": 1,
  "e_homo_ev": -11.34,
  "e_tot_ev": -214491.18277,
  "fmax_ha_per_bohr": 0.1309,
  "lumo_energy_ev": -2.725,
  "symbols": ["Br", "Br", "S", "F", "F", "F", "F", "O", "O", "O", "O", "O", "O", "O", "N", "N", "N", "N", "N", "N", "N", "N", "N", "N", "C", "C", "C", "C", "C", "C", "C", "C", "C", "C", "C", "C", "C", "C", "C", "C", "C", "C", "C", "C", "C", "C", "H", "H", "H", "H", "H", "H", "H", "H", "H", "H", "H", "H", "H", "H", "H", "H", "H", "H", "H", "H", "H", "H", "H", "H", "H", "H", "H", "H", "H", "H", "H", "H", "H", "H", "H", "H", "H", "H", "H", "H", "H"],
  "xyz": [[-7.486942, 3.539641, -0.469626], [-3.559809, 3.466803, 2.112201], [-3.166167, -3.508331, 2.166317], [-6.419587, 1.597947, 1.228743], [-0.296683, 4.321392, -1.911241], [-4.701443, 4.615507, -0.217405], [-6.542872, 3.792791, 2.125791], [-3.171720, -1.972743, 2.271654], [2.466159, -0.562973, -3.161800], [-4.419949, -3.921089, 1.405535], [-8.785024, -0.939249, -3.213261], [-3.083032, -4.149875, 3.723884], [5.154035, 0.746834, 6.004055], [4.003456, -1.969885, -7.777873], [5.591074, -3.505613, -7.293744], [6.838167, -0.725329, 5.685194], [-8.352445, 0.579629, -1.596106], [-0.053159, 2.419687, -0.344057], [3.090076, 0.675309, -4.946123], [1.551277, -0.983078, -5.188068], [6.481796, 0.182699, 7.744377], [4.062068, -2.896388, -5.717367], [-1.619490, 0.821090, 0.606446], [-8.066043, -1.645941, -1.190602], [0.743894, 1.552607, 0.552207], [2.554672, 2.270243, 2.309428], [-0.281415, 0.534379, 1.146104], [2.733627, 1.299577, 3.585828], [-1.597176, -4.080655, 1.297589], [2.375588, -0.306263, -4.354722], [-2.675396, 2.547127, -1.121509], [-6.204118, 2.996928, 0.964575], [6.096768, 0.109544, 6.449159], [0.605363, 3.503631, -1.135036], [-4.127493, 2.162094, -0.528311], [-0.062301, -0.719151, 2.166825], [0.025103, -2.039569, 1.189481], [-1.430402, 1.954012, -0.286276], [-4.693422, 3.316181, 0.446099], [-0.253346, -3.426369, 1.969591], [2.311973, 1.513414, 0.900735], [4.472046, -0.864625, 2.729597], [4.519273, -2.741134, -6.981319], [-8.424976, -0.685551, -2.075120], [1.606182, 2.776329, -2.210859], [3.799209, 0.099714, 3.346177], [-2.448947, 0.258787, 0.854575], [0.999089, -1.725016, -4.785858], [1.236168, 2.876536, -3.299765], [-4.859131, 2.099351, -1.436146], [-1.521573, -5.239042, 1.295564], [3.263506, -2.341898, -5.449225], [5.961219, -3.418012, -8.227616], [-2.613747, 2.051054, -2.177752], [-8.106448, -2.601714, -1.509051], [-2.609851, 3.684928, -1.319192], [-0.784086, -1.858425, 0.368546], [-7.767168, -1.457691, -0.250258], [1.745312, 1.652730, -2.007801], [1.463278, -0.786739, -6.170418], [2.672868, 3.245089, -2.166215], [5.953634, 0.794909, 8.346660], [1.594351, 2.903046, 2.517339], [2.630396, 0.402724, 0.889309], [1.285838, 4.141123, -0.437872], [6.582000, -0.807127, 4.713125], [6.028411, -4.144406, -6.654026], [3.716966, 1.203808, -4.359465], [5.079821, -1.629588, 2.104242], [-4.185574, 1.139123, -0.008829], [7.616393, -1.257803, 6.030963], [-3.539953, -3.488073, 4.321376], [-0.360325, -3.273229, 3.103891], [3.029763, 0.901217, -5.923676], [4.469583, -3.523085, -5.046587], [-8.058687, 0.808952, -0.663626], [0.931271, -0.613299, 2.756175], [0.625561, -4.144841, 1.699792], [2.984015, 2.035803, 0.102400], [-1.722555, -3.782397, 0.180059], [-8.611860, 1.323901, -2.224469], [3.421179, 3.045350, 2.271183], [1.725845, 0.921522, 4.013021], [7.253345, -0.332703, 8.128882], [1.038719, -1.978853, 0.649713], [-0.926456, -0.782081, 2.923828], [3.200442, 1.944763, 4.440044]],
  "forces_ev_per_a": [[0.9, -0.3, 1.1], [-0.7, 0.0, -1.3], [-4.0, 3.1, -1.8], [0.9, 3.4, -0.2], [1.2, -1.7, 2.2], [0.1, -3.1, 1.5], [1.0, -2.6, -2.9], [1.1, -4.1, 0.3], [-0.1, 0.0, 0.3], [4.3, 0.1, 2.6], [0.1, 0.1, 0.1], [-0.3, 1.5, -1.8], [-0.1, 0.1, 0.0], [-0.1, 0.1, 0.1], [0.6, -0.3, -0.5], [0.3, -0.5, -0.8], [0.1, 0.8, 0.0], [-3.0, -3.3, 2.5], [0.4, 0.7, 0.1], [-0.6, -0.7, -0.2], [-0.1, 0.3, 0.8], [-0.5, 0.1, 0.7], [5.7, 3.3, -1.6], [0.3, -0.8, 0.4], [-3.6, -3.1, 1.2], [-0.6, 0.3, 0.4], [1.6, 2.2, -0.9], [1.7, -0.1, 1.1], [1.0, -1.0, 0.3], [0.0, 0.2, 0.1], [0.3, -0.6, -0.6], [-1.0, 0.6, 0.7], [-0.3, 0.2, -0.1], [2.0, -0.1, -2.3], [-0.5, 0.7, -0.5], [0.4, 0.4, -1.3], [-0.6, 1.3, 0.3], [-0.2, -0.1, 0.5], [-0.2, 0.1, -0.1], [-0.1, 0.1, -1.7], [-0.3, 0.7, -0.5], [-3.4, 5.1, 2.6], [-0.1, 0.2, -0.3], [-0.3, -0.3, -0.7], [0.6, 0.0, -0.2], [2.1, -4.4, -4.5], [0.5, 0.7, -0.4], [0.0, 0.2, -0.1], [0.3, 0.0, 1.9], [1.2, 0.2, 1.6], [-0.6, 2.0, 0.4], [0.2, -0.2, 0.0], [-0.1, 0.0, 0.2], [0.0, 0.8, 1.9], [0.0, 0.2, 0.1], [0.1, -2.0, 0.7], [1.4, -0.5, 1.4], [-0.1, 0.0, -0.1], [-0.4, 1.7, -0.2], [0.1, -0.1, 0.0], [-2.0, -0.6, 0.0], [0.2, -0.2, -0.1], [1.7, -1.1, -0.3], [-0.5, 1.8, 0.3], [-1.9, -0.9, -1.0], [0.0, 0.0, 0.2], [-0.1, 0.1, -0.1], [-0.1, -0.2, -0.2], [-1.4, 1.8, 1.8], [0.1, 1.7, -0.7], [-0.1, 0.1, 0.0], [0.6, -0.8, -0.9], [0.2, -0.4, -1.8], [0.1, -0.1, 0.0], [0.0, 0.1, -0.1], [-0.1, -0.1, -0.1], [-1.7, 0.0, -1.2], [-1.7, 1.2, 0.9], [-1.6, -1.0, 1.2], [-0.1, -0.3, 2.2], [0.0, -0.2, 0.2], [-1.3, -1.7, -0.1], [1.8, 0.3, -1.0], [-0.1, 0.1, -0.1], [-1.5, -0.4, 0.9], [1.2, 0.1, -1.4], [-0.9, -1.2, -1.5]]
}

=====

{
  "formula": "C22H41F6N5O5S3Si2TeV",
  "method": "the ωB97M-V functional and the def2-TZVPD basis",
  "e_homo_ev": [-7.48, -6.61],
  "e_tot_ev": -138715.71391,
  "s2": 0.78,
  "fmax_ha_per_bohr": 0.0156,
  "multiplicity": 2,
  "de_lowest_ev": 0.000,
  "lumo_energy_ev": [-0.251, -0.250],
  "symbols": ["Te", "V", "S", "S", "S", "Si", "Si", "F", "F", "F", "F", "F", "F", "O", "O", "O", "O", "O", "N", "N", "N", "N", "N", "C", "C", "C", "C", "C", "C", "C", "C", "C", "C", "C", "C", "C", "C", "C", "C", "C", "C", "C", "C", "C", "C", "H", "H", "H", "H", "H", "H", "H", "H", "H", "H", "H", "H", "H", "H", "H", "H", "H", "H", "H", "H", "H", "H", "H", "H", "H", "H", "H", "H", "H", "H", "H", "H", "H", "H", "H", "H", "H", "H", "H", "H", "H"],
  "xyz": [[1.894763, -0.236636, 2.081854], [0.078838, 0.613727, 0.190470], [0.536237, 2.603274, 1.542115], [1.053589, 0.784523, -2.655028], [-0.952913, 2.452399, -1.688488], [4.673642, 1.674730, 1.454679], [2.400700, -2.504075, 4.458527], [3.219639, 2.096773, -3.356093], [-3.191737, 2.316008, -3.088672], [-1.736563, 3.739173, -3.824774], [1.390622, 3.172365, -3.786822], [-2.854402, 4.166216, -2.017472], [1.956350, 1.486415, -5.003158], [1.649989, 0.904290, -1.313270], [1.478391, -2.689527, -0.597528], [-1.681984, 1.902179, -0.550164], [-0.000558, 3.497009, -1.502960], [1.193970, -0.474565, -3.307619], [-0.131026, 2.582247, 4.097478], [-1.018636, 0.832870, 2.975574], [-1.164761, 0.203518, 1.756562], [-0.458298, 1.248684, -2.634208], [-1.308442, -0.920619, -0.583708], [2.077903, -2.296953, 2.622717], [6.523686, 1.406768, 1.254684], [4.069697, 2.729143, 0.032770], [-2.273639, 3.208250, -2.733075], [-2.324606, -1.135142, 0.286204], [3.959927, -1.581273, 4.950871], [-2.633504, -1.996579, -2.275066], [3.906362, -0.049262, 1.429245], [-2.158164, -0.608015, 1.640720], [-1.483422, -1.373004, -1.832353], [-3.507904, -1.773294, -0.082770], [-3.678857, -2.191041, -1.385985], [-0.074836, -4.486646, -1.259786], [-3.088788, -0.972600, 2.748835], [0.568750, -3.676566, -0.142653], [3.486958, -2.190803, -1.805759], [4.356373, 2.495906, 3.113283], [-0.296075, 1.924304, 2.918450], [1.960308, 1.982324, -3.771475], [2.695394, -3.250711, -1.068391], [2.603501, -4.331908, 4.838944], [0.918141, -1.839799, 5.397035], [3.258020, -3.649036, -0.211238], [4.439859, 2.337945, -0.917105], [6.926068, 0.788498, 2.059316], [-4.289933, -1.902533, 0.650517], [-2.691581, -2.323662, -3.303309], [0.226537, 3.520136, 4.058571], [1.122108, -1.801670, 6.469148], [4.121948, -1.661056, 6.028233], [3.894199, -0.518218, 4.709002], [0.604032, -5.230338, -1.676894], [-3.335185, -2.033900, 2.709739], [0.646979, -0.833267, 5.071142], [4.550271, -2.434382, -1.808284], [4.842005, -1.989737, 4.452488], [1.078040, -4.352190, 0.559207], [2.856711, -2.719650, 1.986466], [3.352732, -1.222792, -1.324699], [2.734065, -4.502262, 5.909196], [1.725360, -4.896023, 4.518233], [-4.602710, -2.656446, -1.702133], [3.473416, -4.750022, 4.328769], [6.749534, 0.914754, 0.306294], [-0.947027, -5.018329, -0.874840], [3.985827, -0.487674, 0.435836], [7.059289, 2.358308, 1.264511], [5.008364, 2.076063, 3.882826], [2.490183, -4.092576, -1.737381], [3.149304, -2.089290, -2.834808], [-0.404362, -3.834672, -2.066553], [-2.630316, -0.740150, 3.705247], [4.554040, 3.568088, 3.053351], [1.130420, -2.774124, 2.365758], [-0.784094, 2.368128, 4.833704], [2.984276, 2.792225, -0.032798], [-0.646393, -1.257856, -2.499165], [3.322477, 2.368899, 3.441099], [4.468893, -0.672184, 2.130206], [4.458132, 3.744101, 0.149490], [0.046855, -2.481951, 5.246276], [-0.192286, -3.131907, 0.418576], [-4.021672, -0.407724, 2.679268]],
  "forces_ev_per_a": [[0.5, -0.1, 0.4], [0.0, -0.7, 0.4], [-0.4, 0.0, 0.0], [-0.5, 0.6, 0.1], [-0.1, -0.2, -0.5], [0.0, 0.1, 0.0], [0.0, 0.1, 0.1], [0.0, 0.0, 0.0], [0.0, -0.1, 0.0], [0.0, 0.0, 0.0], [0.0, 0.0, 0.0], [0.0, 0.0, 0.0], [0.0, 0.0, 0.0], [-0.4, 0.0, -0.4], [-0.1, -0.1, -0.2], [0.4, 0.0, -0.5], [0.0, 0.2, 0.3], [0.0, -0.1, -0.1], [-0.1, 0.0, 0.0], [-0.1, 0.1, 0.0], [0.0, 0.7, 0.3], [0.3, 0.3, 0.0], [-0.3, 0.2, 0.3], [-0.1, -0.1, -0.1], [-0.1, 0.0, 0.0], [0.0, 0.0, 0.1], [0.0, -0.2, 0.0], [0.0, 0.0, 0.3], [-0.1, 0.0, 0.0], [0.1, 0.0, 0.0], [0.0, 0.0, 0.0], [0.0, -0.2, -0.3], [0.2, -0.2, -0.1], [0.0, 0.0, 0.0], [0.0, 0.0, 0.0], [0.0, 0.0, 0.0], [-0.1, 0.0, 0.1], [0.0, 0.0, 0.1], [0.0, 0.0, 0.0], [0.0, -0.1, -0.1], [0.2, 0.0, 0.1], [0.2, -0.1, 0.1], [0.0, 0.0, 0.0], [0.0, 0.1, 0.0], [0.0, 0.0, 0.0], [0.0, 0.0, 0.0], [0.0, 0.0, 0.0], [0.0, 0.0, 0.0], [0.0, 0.0, 0.0], [0.0, 0.0, 0.0], [0.0, 0.0, 0.0], [0.0, 0.0, 0.0], [0.0, 0.0, 0.0], [0.0, 0.0, 0.0], [0.0, 0.0, 0.0], [0.0, 0.0, 0.0], [0.0, 0.0, 0.0], [0.0, 0.0, 0.0], [0.0, 0.0, 0.0], [0.0, 0.0, 0.0], [0.0, -0.1, 0.0], [0.0, 0.0, 0.0], [0.0, 0.0, 0.0], [0.0, 0.0, 0.0], [0.0, 0.0, 0.0], [0.0, 0.0, 0.0], [0.0, 0.0, 0.0], [0.0, 0.0, 0.0], [0.1, 0.0, 0.0], [0.0, 0.0, 0.0], [0.0, 0.0, 0.0], [0.0, 0.0, 0.0], [0.0, 0.0, 0.0], [0.0, 0.0, 0.0], [0.0, 0.0, 0.0], [0.0, 0.0, 0.0], [0.0, 0.0, -0.1], [0.0, 0.0, 0.0], [0.0, 0.0, 0.0], [0.0, 0.0, -0.1], [0.0, 0.0, 0.0], [0.0, 0.0, 0.0], [0.0, 0.0, 0.0], [0.0, 0.0, 0.0], [0.0, 0.0, 0.0], [0.0, 0.0, 0.0]]
}